i:
C12H16N2O | ωB97M-V/def2-TZVPD

Geometry as ORCA input:
```
! RIJCOSX wB97M-V def2-TZVPD def2/J DEFGRID3
* xyz 0 1
C 1.72 2.68 0.75
C 1.06 1.85 -0.32
C 1.49 1.44 -1.53
N 0.47 0.77 -2.19
C -0.64 0.71 -1.39
C -1.85 0.08 -1.59
C -2.84 0.34 -0.64
C -2.63 1.23 0.41
C -1.37 1.78 0.63
C -0.32 1.46 -0.23
H 1.26 3.67 0.75
H 2.81 2.71 0.65
H 1.60 2.16 1.69
H 2.41 1.51 -2.07
H 0.56 0.14 -2.97
H -2.14 -0.60 -2.38
H -3.74 -0.26 -0.74
H -3.42 1.30 1.16
H -1.23 2.44 1.47
C 0.02 -2.78 -0.50
C 1.04 -2.89 0.65
C 1.33 -1.56 1.34
N 0.28 -1.01 2.04
O 2.45 -1.09 1.44
H -0.50 -3.72 -0.64
H 0.51 -2.34 -1.37
H -0.76 -2.08 -0.22
H 0.60 -3.45 1.47
H 1.97 -3.35 0.37
H 0.51 -0.08 2.34
H -0.65 -1.05 1.63
*
```

Properties
Highest occupied orbital energy, Ha: -0.296
LUMO energy, eV: 0.8
SMILES: Cc1c[nH]c2ccccc12.CCC(N)=O

---

ii:
C12H16N2O | ωB97M-V/def2-TZVPD

Geometry as ORCA input:
```
! RIJCOSX wB97M-V def2-TZVPD def2/J DEFGRID3
* xyz 0 1
C -1.33 1.71 1.97
C -0.87 1.56 0.57
C 0.08 2.23 -0.27
N 0.10 1.72 -1.58
C -0.84 0.67 -1.64
C -1.12 -0.10 -2.71
C -2.11 -1.04 -2.51
C -2.55 -1.30 -1.24
C -2.32 -0.49 -0.12
C -1.39 0.55 -0.26
H -1.35 2.81 2.44
H -0.71 1.17 2.66
H -2.33 1.34 2.33
H 0.81 2.97 0.07
H 0.65 2.16 -2.23
H -0.71 -0.11 -3.68
H -2.43 -1.69 -3.21
H -3.16 -2.23 -0.95
H -2.83 -0.49 0.88
C 1.59 -1.53 -0.44
C 1.85 -1.77 1.04
C 2.51 -0.78 1.95
N 2.63 0.58 1.42
O 2.83 -0.96 3.12
H 2.38 -1.87 -1.10
H 1.26 -0.49 -0.80
H 0.60 -2.00 -0.78
H 0.82 -1.81 1.57
H 2.29 -2.79 1.09
H 3.27 1.31 1.85
H 2.40 0.67 0.51
*
```

Properties
Highest occupied orbital energy, Ha: -0.289
LUMO energy, eV: 0.7
SMILES: Cc1c[nH]c2ccccc12.CCC(N)=O

---

iii:
C12H16N2O | ωB97M-V/def2-TZVPD

Geometry as ORCA input:
```
! RIJCOSX wB97M-V def2-TZVPD def2/J DEFGRID3
* xyz 0 1
C -2.93 1.91 -1.39
C -2.71 2.47 0.03
C -1.47 2.03 0.73
C -0.28 2.66 0.83
N 0.54 1.82 1.57
C -0.21 0.76 1.89
N -1.44 0.84 1.43
H -2.85 2.73 -2.10
H -3.73 1.19 -1.51
H -2.02 1.36 -1.66
H -2.77 3.57 0.01
H -3.62 2.34 0.63
H 0.06 3.65 0.57
H 1.53 1.84 1.40
H 0.00 -0.11 2.50
C -0.70 -3.20 -0.25
C 0.59 -2.43 -0.35
C 1.80 -2.92 0.07
C 2.90 -2.08 0.24
C 2.88 -0.83 -0.34
O 4.04 -0.06 -0.42
C 1.71 -0.36 -0.92
C 0.58 -1.13 -0.88
H -0.69 -3.95 0.53
H -1.03 -3.42 -1.27
H -1.51 -2.55 0.13
H 1.96 -3.98 0.28
H 3.82 -2.47 0.67
H 4.12 0.50 0.36
H 1.74 0.56 -1.48
H -0.34 -0.75 -1.31
*
```

Properties
Highest occupied orbital energy, Ha: -0.321
LUMO energy, eV: 0.5
SMILES: CCc1c[nH]cn1.Cc1ccc(O)cc1

---

Stability check: which of them is most stable? i.

---

i:
C6H12O4 | ωB97M-V/def2-TZVPD

Geometry as ORCA input:
```
! RIJCOSX wB97M-V def2-TZVPD def2/J DEFGRID3
* xyz 0 1
C -1.28 -0.73 -1.55
C -1.80 -1.16 -0.22
O -2.95 -1.42 0.03
C -0.73 -1.30 0.90
O -0.54 0.11 1.33
O -1.25 -2.01 1.96
O 0.44 -1.83 0.49
H -0.66 0.16 -1.44
H -0.64 -1.53 -1.94
H -2.10 -0.54 -2.24
H -0.34 0.08 2.27
H -2.21 -2.10 1.80
H 1.12 -1.05 0.18
C 2.13 0.28 -0.40
C 1.59 1.28 0.32
C 0.74 2.37 -0.24
H 2.03 0.28 -1.48
H 3.00 -0.26 -0.03
H 1.86 1.39 1.36
H 1.26 3.32 -0.13
H -0.20 2.44 0.32
H 0.52 2.21 -1.29
*
```

Properties
Highest occupied orbital energy, Ha: -0.357
LUMO energy, eV: 0.8
SMILES: CC(=O)C(O)(O)O.C=CC

---

ii:
C6H12O4 | ωB97M-V/def2-TZVPD

Geometry as ORCA input:
```
! RIJCOSX wB97M-V def2-TZVPD def2/J DEFGRID3
* xyz 0 1
C -2.05 -1.80 -0.18
C -1.10 -0.77 0.43
C 0.28 -1.40 0.62
O 1.17 -0.58 1.36
C 1.74 0.50 0.71
O 0.40 1.64 1.09
C -0.49 1.76 0.15
O -0.25 2.71 -0.65
C -1.04 0.48 -0.46
H -1.72 -2.10 -1.18
H -2.10 -2.71 0.44
H -3.06 -1.38 -0.27
H -1.48 -0.47 1.42
H 0.20 -2.35 1.17
H 0.72 -1.63 -0.37
H 2.50 0.89 1.39
H 2.15 0.02 -0.20
H -0.47 0.24 -1.37
H -2.05 0.75 -0.79
O 2.52 2.08 -0.77
H 1.47 2.58 -0.99
H 2.65 1.54 -1.55
*
```

Properties
Highest occupied orbital energy, Ha: -0.360
LUMO energy, eV: -0.2

---

iii:
C6H12O4 | ωB97M-V/def2-TZVPD

Geometry as ORCA input:
```
! RIJCOSX wB97M-V def2-TZVPD def2/J DEFGRID3
* xyz 0 1
C -1.24 -1.38 0.15
C 0.83 -0.53 1.71
C -0.82 -2.44 -0.82
O 0.12 -0.35 0.49
H -2.19 -0.93 -0.12
H -1.35 -1.75 1.17
H 0.16 -0.38 2.56
H 1.27 -1.53 1.73
H 1.65 0.18 1.75
H -1.56 -3.24 -0.80
H 0.13 -2.87 -0.53
H -0.74 -2.04 -1.83
C 1.16 1.65 -1.74
C -0.61 1.33 0.11
C 0.74 1.95 -0.34
O -0.98 1.80 1.33
O -1.46 0.99 -0.73
O 1.38 2.59 0.47
H -0.21 2.29 1.69
H 0.37 1.95 -2.42
H 1.26 0.56 -1.84
H 2.09 2.16 -1.98
*
```

Properties
Highest occupied orbital energy, Ha: -0.336
LUMO energy, eV: 0.7

---

iv:
C6H12O4 | ωB97M-V/def2-TZVPD

Geometry as ORCA input:
```
! RIJCOSX wB97M-V def2-TZVPD def2/J DEFGRID3
* xyz 0 1
C -1.64 0.74 0.02
C -1.25 0.79 -1.35
C -2.33 -0.44 0.60
O 0.03 0.56 1.10
H 0.08 1.34 1.66
H -1.88 1.70 0.48
H -3.39 -0.37 0.31
H -1.38 -0.14 -1.91
H -0.04 1.00 -1.28
H -1.59 1.68 -1.89
H -2.27 -0.45 1.69
H -1.93 -1.37 0.21
C 1.36 -1.69 -0.67
C 1.55 0.73 0.26
C 1.95 -0.77 0.35
O 2.30 1.47 1.14
O 1.33 1.24 -0.88
O 2.73 -1.12 1.21
H 2.76 0.84 1.72
H 0.27 -1.70 -0.57
H 1.59 -1.32 -1.67
H 1.76 -2.70 -0.54
*
```

Properties
Highest occupied orbital energy, Ha: -0.338
LUMO energy, eV: 0.4

---

Stability check: which of them is most stable? i.

---

i:
C6H24N12O6 | ωB97M-V/def2-TZVPD

Geometry as ORCA input:
```
! RIJCOSX wB97M-V def2-TZVPD def2/J DEFGRID3
* xyz 0 1
N 1.45 0.74 -3.91
C 1.88 -0.12 -2.98
N 1.40 0.11 -1.69
O 2.57 -1.12 -3.18
H 0.90 1.54 -3.66
H 1.52 0.41 -4.85
H 1.84 -0.42 -0.93
H 0.93 0.97 -1.50
N -0.98 -0.12 1.68
C -2.32 -0.02 1.59
N -3.02 -0.85 2.33
O -2.81 0.83 0.93
H -0.55 -0.96 2.03
H -0.51 0.54 1.14
H -3.97 -0.94 2.08
H -2.58 -1.69 2.60
N -1.05 2.98 -1.07
C -0.13 3.73 -1.69
N 0.29 4.80 -0.93
O 0.27 3.36 -2.78
H -1.52 3.47 -0.31
H -1.66 2.29 -1.50
H -0.21 5.18 -0.14
H 1.05 5.37 -1.29
N -4.39 3.37 1.86
C -3.19 4.00 1.83
N -2.30 3.35 2.75
O -2.90 4.98 1.21
H -5.00 3.94 1.28
H -4.35 2.35 1.77
H -2.61 2.72 3.43
H -1.46 3.93 2.85
N 0.33 -4.19 1.05
C 0.70 -3.40 2.18
N 1.94 -3.67 2.65
O -0.08 -2.67 2.72
H 1.11 -4.69 0.66
H -0.44 -3.87 0.45
H 2.65 -3.92 1.92
H 2.29 -3.10 3.39
N 4.13 -3.10 -1.77
C 3.14 -3.89 -1.25
N 2.07 -4.04 -2.14
O 3.25 -4.55 -0.27
H 5.01 -2.96 -1.26
H 3.87 -2.37 -2.42
H 2.05 -3.63 -3.06
H 1.37 -4.67 -1.82
*
```

Properties
Highest occupied orbital energy, Ha: -0.362
LUMO energy, eV: 0.5
SMILES: NC(N)=O.NC(N)=O.NC(N)=O.NC(N)=O.NC(N)=O.NC(N)=O

---

ii:
C6H24N12O6 | ωB97M-V/def2-TZVPD

Geometry as ORCA input:
```
! RIJCOSX wB97M-V def2-TZVPD def2/J DEFGRID3
* xyz 0 1
N 4.11 2.71 -0.47
C 3.01 2.05 -0.95
N 2.51 2.77 -2.00
O 2.92 0.85 -0.98
H 3.93 3.70 -0.52
H 4.79 2.20 0.07
H 2.98 3.64 -2.18
H 2.10 2.23 -2.73
N -2.17 -2.22 -4.46
C -2.54 -1.17 -3.73
N -3.86 -1.00 -3.66
O -1.79 -0.45 -3.07
H -1.19 -2.44 -4.58
H -2.81 -2.50 -5.18
H -4.48 -1.75 -3.92
H -4.16 -0.13 -3.26
N -0.84 -1.75 -0.42
C -0.12 -0.71 0.01
N 0.01 0.20 -0.95
O 0.15 -0.53 1.21
H -1.00 -2.58 0.12
H -1.29 -1.47 -1.27
H 0.62 0.99 -0.79
H -0.45 -0.04 -1.82
N 1.82 -3.62 3.83
C 1.75 -4.28 2.68
N 1.24 -3.63 1.63
O 2.22 -5.43 2.60
H 2.37 -3.91 4.62
H 1.40 -2.71 3.89
H 0.87 -4.19 0.88
H 0.74 -2.78 1.83
N -3.87 1.69 0.46
C -3.59 0.90 -0.54
N -3.36 1.49 -1.73
O -3.37 -0.29 -0.33
H -3.66 1.19 1.31
H -4.34 2.56 0.28
H -3.52 2.49 -1.67
H -3.02 0.88 -2.46
N 1.70 1.18 3.05
C 2.19 2.42 3.12
N 2.17 2.85 4.37
O 2.26 3.18 2.16
H 1.34 0.87 2.16
H 1.70 0.48 3.78
H 1.97 2.30 5.18
H 2.56 3.77 4.48
*
```

Properties
Highest occupied orbital energy, Ha: -0.324
LUMO energy, eV: 0.3
SMILES: NC(N)=O.NC(N)=O.NC(N)=O.NC(N)=O.NC(N)=O.NC(N)=O

---

Stability check: which of them is most stable? i.

---

i:
C4H2F2O | ωB97M-V/def2-TZVPD

Geometry as ORCA input:
```
! RIJCOSX wB97M-V def2-TZVPD def2/J DEFGRID3
* xyz 0 1
C 0.52 -2.60 1.46
C -0.07 -1.97 0.53
C 0.31 -0.55 -1.51
C -0.63 -1.20 -0.45
O 0.05 -0.68 -2.69
F -1.91 -1.07 -0.49
F -1.21 -0.28 3.19
H 1.30 -0.35 -1.06
H -1.13 0.40 3.80
*
```

Properties
Highest occupied orbital energy, Ha: -0.395
LUMO energy, eV: -2.2

---

ii:
C4H2F2O | ωB97M-V/def2-TZVPD

Geometry as ORCA input:
```
! RIJCOSX wB97M-V def2-TZVPD def2/J DEFGRID3
* xyz 0 1
C -0.16 -0.13 0.70
C 0.82 -0.56 -0.09
C -1.12 0.83 0.33
C 1.01 -0.65 -1.52
O -1.23 1.53 -0.60
F -2.06 0.95 1.35
F 1.72 0.16 -2.23
H -0.28 -0.77 1.54
H 1.30 -1.36 0.53
*
```

Properties
Highest occupied orbital energy (alpha / beta), Ha: -0.354 / -0.354
LUMO energy (alpha / beta), eV: -1.0 / -1.0

---

iii:
C4H2F2O | ωB97M-V/def2-TZVPD

Geometry as ORCA input:
```
! RIJCOSX wB97M-V def2-TZVPD def2/J DEFGRID3
* xyz 0 1
C -1.91 -2.27 -0.18
C -1.56 -1.08 0.03
C -0.60 0.10 0.08
C -2.02 0.38 0.10
O 0.19 0.39 -0.97
F -2.70 0.88 -0.93
F -2.62 0.75 1.24
H 0.03 0.38 1.32
H 0.95 -0.20 -1.01
*
```

Properties
Highest occupied orbital energy, Ha: -0.398
LUMO energy, eV: -0.9

---

Stability check: which of them is most stable? ii.